No. 1
{
  "formula": "C8H12N2O3S",
  "method": "ωB97M-V/def2-TZVPD",
  "species": ["C", "C", "C", "C", "C", "C", "C", "C", "N", "N", "O", "O", "O", "S", "H", "H", "H", "H", "H", "H", "H", "H", "H", "H", "H", "H"],
  "positions_angstrom": [[-3.296, 0.381, 0.226], [-2.410, 1.267, 0.746], [-2.871, -0.567, -0.688], [-1.106, 1.220, 0.393], [-1.597, -0.590, -1.065], [-0.607, 0.244, -0.522], [0.659, -1.701, 1.172], [1.418, -1.427, -0.114], [0.711, 0.223, -0.830], [2.755, -1.235, 0.135], [1.074, 2.775, -0.971], [2.916, 1.140, -1.245], [1.928, 1.397, 0.984], [1.721, 1.404, -0.462], [-4.330, 0.222, 0.557], [-2.586, 2.049, 1.500], [-3.527, -1.301, -1.089], [-0.440, 1.940, 0.873], [-1.131, -1.391, -1.705], [0.899, -0.870, 1.866], [-0.455, -1.885, 0.897], [1.049, -2.725, 1.321], [1.182, -2.009, -0.891], [3.221, -0.757, -0.568], [1.801, 3.081, -1.485], [3.021, -0.885, 0.963]],
  "lowdin_charge": [-0.097, -0.103, -0.112, -0.048, -0.071, -0.348, -0.025, -0.218, -0.115, 0.109, -0.104, -0.297, -0.290, 0.585, 0.109, 0.121, 0.102, 0.099, 0.135, 0.100, 0.112, 0.099, 0.090, 0.052, 0.066, 0.051],
  "de_lowest_kcal_mol": 33.9
}

No. 2
{
  "formula": "C30H58Cl24F3N4O5P2",
  "method": "ωB97M-V/def2-TZVPD",
  "species": ["C", "C", "O", "C", "C", "C", "C", "C", "C", "C", "N", "P", "N", "O", "C", "P", "N", "N", "C", "C", "O", "C", "C", "O", "C", "O", "C", "C", "C", "F", "F", "F", "H", "H", "H", "H", "H", "H", "H", "H", "H", "H", "H", "H", "H", "H", "H", "H", "H", "H", "H", "H", "H", "H", "H", "H", "H", "H", "H", "H", "H", "H", "H", "H", "H", "H", "C", "Cl", "Cl", "H", "H", "C", "Cl", "Cl", "H", "H", "C", "Cl", "Cl", "H", "H", "C", "Cl", "Cl", "H", "H", "C", "Cl", "Cl", "H", "H", "C", "Cl", "Cl", "H", "H", "C", "Cl", "Cl", "H", "H", "C", "Cl", "Cl", "H", "H", "C", "Cl", "Cl", "H", "H", "C", "Cl", "Cl", "H", "H", "C", "Cl", "Cl", "H", "H", "C", "Cl", "Cl", "H", "H"],
  "positions_angstrom": [[-2.594, 4.715, 1.365], [-1.691, 3.437, 0.895], [-1.965, 2.388, 1.850], [-1.162, 1.205, 1.633], [-2.319, 0.164, 1.084], [-3.772, 0.810, 0.959], [-4.870, -0.240, 0.361], [-4.705, -1.735, 0.901], [-4.957, -0.167, -1.243], [-0.188, 1.164, 0.327], [0.763, 0.293, 0.654], [1.951, 0.053, -0.707], [1.059, -0.423, -2.169], [2.732, 1.566, -0.949], [0.819, -0.391, 2.029], [2.699, -0.031, 2.414], [3.111, -0.326, 3.925], [0.550, -1.829, 2.134], [1.725, -2.717, 2.277], [2.595, -3.326, 1.048], [2.083, -3.129, 3.416], [-0.298, -2.427, 1.095], [-1.531, -3.343, 1.615], [-0.151, -2.386, -0.148], [-0.174, 0.683, 2.784], [0.799, 1.536, 3.401], [0.865, 2.887, 2.937], [2.046, 3.643, 3.771], [-0.997, 0.203, 4.078], [-1.510, -1.099, 4.063], [-0.084, 0.258, 5.183], [-2.061, 1.073, 4.444], [-3.195, 4.389, 2.297], [-3.272, 5.104, 0.537], [-1.865, 5.519, 1.747], [-2.056, 3.197, -0.177], [-0.615, 3.810, 0.871], [-2.331, -0.754, 1.757], [-2.043, -0.225, 0.026], [-4.212, 1.140, 1.975], [-3.830, 1.706, 0.229], [-5.883, 0.145, 0.767], [-3.850, -2.216, 0.283], [-5.653, -2.351, 0.754], [-4.376, -1.818, 1.993], [-5.430, -1.150, -1.610], [-3.886, -0.088, -1.641], [-5.550, 0.768, -1.514], [-0.298, 1.697, -0.672], [0.113, -0.013, -2.198], [1.641, -0.086, -2.959], [1.996, 2.198, -1.201], [2.960, 1.349, 2.036], [3.557, -0.801, 1.532], [3.447, 0.526, 4.393], [2.371, -4.446, 0.988], [2.364, -2.799, 0.054], [3.726, -3.174, 1.220], [-2.229, -2.787, 2.322], [-2.109, -3.785, 0.741], [-1.067, -4.202, 2.238], [-0.091, 3.492, 3.170], [1.149, 3.028, 1.829], [3.021, 3.443, 3.209], [2.051, 3.314, 4.862], [1.815, 4.767, 3.644], [2.451, -4.668, 6.207], [2.294, -6.345, 5.667], [3.386, -4.565, 7.704], [2.957, -4.094, 5.433], [1.458, -4.258, 6.380], [-0.004, -9.507, 6.373], [-1.402, -8.783, 5.566], [-0.240, -11.240, 6.629], [0.879, -9.358, 5.753], [0.137, -9.023, 7.338], [4.259, -9.439, 7.519], [5.804, -10.284, 7.375], [3.311, -9.581, 6.033], [3.693, -9.874, 8.342], [4.449, -8.385, 7.718], [1.742, 3.421, -4.239], [3.135, 2.385, -4.566], [0.987, 3.009, -2.687], [2.071, 4.458, -4.207], [1.009, 3.291, -5.033], [0.328, 6.425, -6.639], [0.147, 4.757, -7.195], [1.298, 6.505, -5.162], [0.820, 7.007, -7.417], [-0.658, 6.839, -6.437], [-1.132, 2.928, -10.807], [-0.653, 4.626, -10.917], [-0.503, 2.179, -9.334], [-2.219, 2.868, -10.798], [-0.740, 2.394, -11.671], [-5.369, -1.227, -5.088], [-5.340, -2.294, -3.679], [-6.319, 0.229, -4.769], [-4.349, -0.937, -5.334], [-5.813, -1.761, -5.927], [6.494, 2.874, 3.094], [5.082, 3.594, 2.308], [6.267, 1.140, 3.347], [7.368, 3.028, 2.463], [6.646, 3.356, 4.059], [-2.176, 9.547, -5.232], [-2.744, 7.881, -5.053], [-0.738, 9.626, -6.258], [-2.966, 10.143, -5.685], [-1.931, 9.944, -4.249], [-8.057, 0.965, -8.158], [-6.500, 0.140, -8.312], [-9.016, 0.801, -9.633], [-8.608, 0.529, -7.327], [-7.878, 2.023, -7.968], [6.645, 2.083, -0.692], [8.182, 1.231, -0.881], [5.662, 1.965, -2.157], [6.096, 1.641, 0.138], [6.846, 3.133, -0.485], [3.748, -7.071, -0.094], [4.128, -5.477, -0.761], [2.233, -7.041, 0.818], [3.652, -7.782, -0.913], [4.554, -7.378, 0.569]],
  "lowdin_charge": [-0.049, -0.249, -0.158, -0.239, -0.058, -0.135, -0.384, -0.095, -0.129, 0.046, -0.160, 0.917, -0.139, -0.413, -0.295, 0.805, -0.258, 0.054, -0.374, -0.071, 0.071, -0.360, 0.012, 0.054, -0.159, -0.166, -0.228, -0.065, -0.301, 0.098, 0.081, 0.104, 0.100, 0.083, 0.083, 0.128, 0.109, 0.091, 0.131, 0.138, 0.122, 0.138, 0.077, 0.093, 0.079, 0.004, 0.077, 0.082, 0.119, 0.025, 0.038, -0.103, 0.018, 0.025, -0.029, 0.007, 0.053, 0.097, 0.062, 0.095, 0.113, 0.142, 0.117, -0.047, 0.102, 0.097, -1.032, 0.494, 0.506, 0.003, 0.031, -1.082, 0.490, 0.506, -0.068, 0.029, -1.002, 0.515, 0.526, 0.033, 0.024, -0.981, 0.549, 0.620, -0.050, -0.012, -1.009, 0.524, 0.561, 0.034, -0.056, -1.016, 0.497, 0.475, 0.029, 0.030, -1.006, 0.557, 0.500, 0.032, 0.013, -0.972, 0.568, 0.539, 0.029, 0.036, -0.991, 0.524, 0.542, 0.032, 0.032, -1.036, 0.493, 0.515, 0.022, 0.029, -1.053, 0.520, 0.508, -0.009, 0.023, -0.982, 0.546, 0.532, 0.031, 0.034],
  "charge": 1
}

No. 3
{
  "formula": "C4H9NO2",
  "method": "ωB97M-V/def2-TZVPD",
  "species": ["C", "N", "C", "C", "O", "O", "C", "H", "H", "H", "H", "H", "H", "H", "H", "H"],
  "positions_angstrom": [[2.233, 0.347, 0.401], [1.671, 1.016, -0.768], [0.263, 0.930, -0.597], [-0.433, -0.427, -0.533], [-0.132, -1.513, -0.967], [-1.490, -0.098, 0.242], [-2.563, -0.947, 0.543], [1.979, 0.891, 1.336], [3.315, 0.262, 0.360], [1.822, -0.659, 0.558], [2.045, 0.761, -1.681], [-0.350, 1.594, -1.214], [0.134, 1.238, 0.442], [-3.124, -0.417, 1.317], [-2.197, -1.902, 0.912], [-3.173, -1.077, -0.351]],
  "lowdin_charge": [-0.132, -0.100, -0.181, -0.471, 0.119, -0.086, -0.052, 0.091, 0.077, 0.076, 0.118, 0.137, 0.117, 0.096, 0.094, 0.097],
  "smiles": "CNCC(=O)OC",
  "de_lowest_kcal_mol": 42.5
}

No. 4
{
  "formula": "C4H6OS2",
  "method": "ωB97M-V/def2-TZVPD",
  "species": ["C", "C", "C", "C", "H", "H", "H", "H", "H", "H", "O", "S", "S"],
  "positions_angstrom": [[-0.219, -0.065, -0.097], [0.863, -0.768, 0.733], [0.721, 0.254, -1.288], [-0.714, 1.307, 0.462], [-2.289, -1.324, 0.795], [0.834, -1.886, 0.583], [0.932, -0.580, 1.839], [0.652, -0.542, -2.007], [0.663, 1.217, -1.802], [-0.859, 1.151, 1.616], [-1.011, 2.251, -0.194], [-1.767, -0.979, -0.435], [2.194, -0.036, -0.204]],
  "lowdin_charge": [-0.871, -0.505, -0.401, -0.317, -0.103, 0.091, 0.092, 0.064, 0.087, 0.150, 0.077, 0.789, 0.849],
  "de_lowest_kcal_mol": 35.1
}

No. 5
{
  "formula": "C33H31F3N",
  "method": "ωB97M-V/def2-TZVPD",
  "species": ["C", "C", "C", "C", "C", "C", "N", "C", "C", "C", "C", "C", "C", "C", "C", "C", "C", "C", "C", "C", "H", "H", "H", "H", "H", "H", "H", "H", "H", "H", "H", "H", "H", "H", "H", "H", "H", "H", "H", "H", "H", "F", "C", "F", "F", "C", "C", "C", "C", "C", "C", "C", "C", "C", "C", "C", "C", "C", "H", "H", "H", "H", "H", "H", "H", "H", "H", "H"],
  "positions_angstrom": [[3.853, -2.024, 2.260], [3.353, -0.940, 2.985], [2.036, -0.955, 3.394], [1.123, -1.921, 2.973], [-0.276, -1.748, 3.367], [-1.108, -0.741, 2.904], [-2.478, -0.902, 2.762], [-3.048, -2.230, 3.014], [-4.568, -2.204, 3.171], [-5.281, -1.479, 2.033], [-4.672, -0.095, 1.850], [-3.151, -0.143, 1.700], [-0.572, 0.607, 2.549], [0.383, 0.774, 1.536], [0.879, 2.041, 1.249], [0.405, 3.156, 1.938], [-0.612, 3.006, 2.881], [-1.090, 1.739, 3.200], [1.635, -3.013, 2.229], [2.984, -3.049, 1.881], [4.909, -2.071, 2.005], [4.007, -0.109, 3.250], [1.650, -0.245, 4.112], [-0.711, -2.577, 3.939], [-2.778, -2.909, 2.183], [-2.613, -2.638, 3.926], [-4.922, -3.238, 3.241], [-4.815, -1.711, 4.118], [-5.192, -2.052, 1.100], [-6.345, -1.378, 2.269], [-5.085, 0.396, 0.958], [-4.927, 0.545, 2.707], [-2.783, 0.885, 1.666], [-2.905, -0.602, 0.722], [0.710, -0.110, 0.984], [1.662, 2.145, 0.498], [0.836, 4.141, 1.745], [-1.012, 3.869, 3.413], [-1.865, 1.605, 3.958], [0.951, -3.803, 1.927], [3.380, -3.893, 1.311], [-1.924, 4.695, 9.144], [-1.003, 5.275, 8.310], [-1.691, 6.079, 7.453], [-0.214, 6.085, 9.080], [-0.185, 4.251, 7.607], [0.117, 4.413, 6.258], [0.873, 3.445, 5.644], [1.248, 2.251, 6.328], [1.852, 1.206, 5.581], [2.707, 0.241, 6.233], [4.078, 0.211, 5.894], [4.953, -0.628, 6.571], [4.480, -1.435, 7.615], [3.123, -1.415, 7.970], [2.227, -0.625, 7.250], [1.032, 2.200, 7.738], [0.313, 3.199, 8.366], [-0.236, 5.282, 5.713], [1.166, 3.569, 4.596], [2.012, 1.466, 4.526], [4.433, 0.890, 5.117], [6.000, -0.645, 6.278], [5.173, -2.100, 8.128], [2.769, -2.008, 8.814], [1.157, -0.651, 7.466], [1.416, 1.374, 8.337], [0.114, 3.142, 9.433]],
  "lowdin_charge": [-0.079, -0.081, -0.091, -0.233, -0.004, -0.181, -0.074, -0.163, -0.181, -0.205, -0.182, -0.154, -0.190, -0.022, -0.061, -0.093, -0.114, -0.049, -0.017, -0.078, 0.105, 0.092, 0.059, 0.100, 0.140, 0.106, 0.116, 0.117, 0.118, 0.113, 0.118, 0.118, 0.109, 0.138, 0.132, 0.113, 0.110, 0.104, 0.130, 0.115, 0.110, 0.136, -0.519, 0.139, 0.147, -0.072, 0.034, 0.031, -0.148, 0.140, -0.222, -0.016, -0.035, -0.027, -0.039, -0.019, 0.054, 0.035, 0.139, 0.117, 0.138, 0.123, 0.121, 0.120, 0.119, 0.130, 0.121, 0.144],
  "charge": 1
}

No. 6
{
  "formula": "C3H4INS",
  "method": "ωB97M-V/def2-TZVPD",
  "species": ["C", "C", "C", "N", "S", "I", "H", "H", "H", "H"],
  "positions_angstrom": [[-0.201, -0.658, -0.969], [0.975, -1.075, -0.604], [-0.648, 0.853, 0.077], [0.487, 1.058, 0.886], [1.706, -0.257, 0.742], [-2.399, 0.231, 1.038], [-1.055, -1.177, -1.464], [1.588, -1.845, -0.948], [-0.712, 1.792, -0.596], [0.259, 1.078, 1.840]],
  "lowdin_charge": [-0.158, -0.506, -0.843, -0.390, 0.871, 0.805, 0.079, 0.044, 0.094, 0.003],
  "smiles": "I[C@@H]1C=CSN1",
  "de_lowest_kcal_mol": 47.9
}

no.,E_tot (a.u.),largest force on an atom (eV/A)
1,-1045.375601,5.5
2,-13799.454511,6.0
3,-363.017855,1.1
4,-1027.575684,2.8
5,-1630.139731,3.2
6,-867.245694,4.7